Record 1
ORCA calculation (the ωB97M-V functional and the def2-TZVPD basis) on C35H45Cl2CrGeN4O3 as an isolated structure in a non-equilibrium geometry.

Structure (ORCA input):
```
! RIJCOSX wB97M-V def2-TZVPD def2/J DEFGRID3
* xyz 0 6
Cr -9.944 -16.568 6.529
C -7.628 -19.796 1.982
C -7.544 -20.390 3.400
C -8.410 -21.693 3.437
C -6.078 -20.760 3.698
O -8.157 -19.480 4.370
Ge -7.307 -18.513 5.702
O -8.621 -18.642 7.084
C -8.636 -19.834 7.938
C -9.785 -20.707 7.465
C -8.825 -19.343 9.382
C -7.281 -20.538 7.897
O -8.153 -16.671 5.372
C -7.290 -15.605 4.885
C -7.978 -14.260 5.063
C -5.981 -15.697 5.701
C -7.010 -15.972 3.420
H -7.276 -20.500 1.219
H -7.032 -18.892 2.004
H -8.679 -19.509 1.803
H -8.058 -22.408 2.717
H -9.443 -21.439 3.149
H -8.438 -22.091 4.448
H -5.717 -21.231 2.793
H -5.960 -21.470 4.542
H -5.502 -19.867 3.910
H -10.732 -20.212 7.649
H -9.785 -21.610 8.096
H -9.707 -20.997 6.387
H -9.827 -18.939 9.490
H -8.120 -18.559 9.619
H -8.663 -20.171 10.073
H -7.053 -20.903 6.886
H -7.291 -21.398 8.605
H -6.463 -19.867 8.236
H -8.379 -14.163 6.079
H -8.822 -14.114 4.373
H -7.260 -13.461 4.866
H -6.249 -16.040 6.713
H -5.431 -14.771 5.742
H -5.314 -16.417 5.215
H -7.986 -16.158 2.936
H -6.453 -16.894 3.399
H -6.462 -15.186 2.882
C -11.274 -18.973 4.399
C -11.992 -18.808 5.681
C -13.207 -19.467 5.782
C -14.032 -19.336 6.902
C -13.517 -18.571 7.959
C -12.324 -17.844 7.782
N -11.578 -17.960 6.642
C -11.838 -16.933 8.763
C -12.561 -16.660 9.930
C -11.983 -15.896 10.976
C -10.710 -15.431 10.778
C -10.036 -15.660 9.559
N -10.569 -16.427 8.583
C -8.754 -14.983 9.497
C -8.707 -13.561 9.636
C -7.468 -12.970 9.790
C -6.323 -13.732 9.848
C -6.453 -15.142 9.752
C -5.310 -16.079 9.907
N -7.635 -15.707 9.465
H -11.861 -19.730 3.847
H -10.251 -19.306 4.560
H -11.258 -18.024 3.829
H -13.495 -20.080 4.948
H -14.980 -19.861 7.019
H -14.020 -18.365 8.884
H -13.593 -17.030 9.981
H -12.577 -15.738 11.906
H -10.184 -14.833 11.558
H -9.640 -12.980 9.654
H -7.414 -11.867 9.896
H -5.336 -13.228 9.980
H -4.436 -15.586 10.355
H -4.942 -16.396 8.923
H -5.635 -16.963 10.526
Cl -10.529 -15.591 2.766
C -11.558 -14.475 3.660
C -12.270 -13.534 2.955
C -13.079 -12.540 3.591
C -13.196 -12.591 4.970
C -12.456 -13.466 5.733
Cl -12.483 -13.198 7.459
C -11.618 -14.497 5.109
N -10.876 -15.305 5.811
H -12.131 -13.475 1.862
H -13.511 -11.723 3.007
H -13.799 -11.818 5.501
*
```

Properties
* gap between HOMO and LUMO (spin up / spin down): 0.178 / 0.105 hartree

***

Record 2
ORCA calculation (the ωB97M-V functional and the def2-TZVPD basis) on a 2-piece molecular cluster, C3H7NO2 overall in a non-equilibrium geometry.

Structure (ORCA input):
```
! RIJCOSX wB97M-V def2-TZVPD def2/J DEFGRID3
* xyz 0 1
C -1.511 -0.526 -0.383
C -0.580 0.355 0.513
O -1.063 1.405 1.036
H -0.231 -0.508 1.363
H -0.992 -1.447 -0.644
H -2.411 -0.744 0.187
H -1.771 0.055 -1.269
C 1.383 1.177 -0.784
O 1.206 -1.218 1.247
N 0.717 0.394 -0.079
H 1.867 -1.922 1.096
H 2.465 1.245 -0.673
H 0.921 1.734 -1.610
*
```

Properties
* ΔE to the lowest compared entry with this formula, charge and spin: 717.43 kJ/mol
* gap between HOMO and LUMO (spin up / spin down): 0.309 / 0.291 hartree

***

Record 3
ORCA calculation (the ωB97M-V functional and the def2-TZVPD basis) on an isolated ion of composition C5H11N2 and charge +1 in a non-equilibrium geometry.

Structure (ORCA input):
```
! RIJCOSX wB97M-V def2-TZVPD def2/J DEFGRID3
* xyz 1 1
C 0.092 -1.699 -0.106
C -1.675 -0.219 0.154
C -0.533 0.574 0.542
C -0.100 1.796 -0.299
C 2.066 -0.278 0.125
N 0.714 -0.634 0.347
N -1.217 -1.610 -0.103
H 0.634 -2.579 -0.575
H -2.418 -0.154 0.998
H -2.260 0.172 -0.816
H -0.388 0.767 1.540
H 0.426 2.594 0.215
H -1.120 2.271 -0.474
H 0.230 1.563 -1.278
H 2.715 -0.801 0.765
H 2.381 -0.259 -0.855
H 2.190 0.798 0.473
H -1.736 -2.302 -0.654
*
```

Properties
* SMILES: C[C@H]1C[NH+]=CN1C
* ΔE to the lowest compared entry with this formula, charge and spin: 109.89 kJ/mol
* gap between HOMO and LUMO: 0.401 hartree

***

Record 4
ORCA calculation (the ωB97M-V functional and the def2-TZVPD basis) on C46H49IN7PPdSi as an isolated structure in a non-equilibrium geometry.

Structure (ORCA input):
```
! RIJCOSX wB97M-V def2-TZVPD def2/J DEFGRID3
* xyz 2 1
Pd -0.033 -0.092 0.040
I -0.950 2.203 1.890
C -2.056 3.889 1.135
C -2.548 4.721 2.110
C -3.214 5.904 1.771
C -3.371 6.223 0.454
C -2.909 5.361 -0.563
C -3.141 5.729 -1.903
C -2.771 4.909 -2.930
C -2.142 3.702 -2.636
C -1.850 3.312 -1.340
P -0.942 1.704 -1.405
C 0.500 2.194 -2.410
C 1.626 2.599 -1.696
C 2.766 3.004 -2.364
C 2.792 3.010 -3.751
C 1.676 2.605 -4.465
C 0.531 2.200 -3.802
C -2.065 0.738 -2.456
C -1.602 -0.109 -3.466
C -2.511 -0.796 -4.254
C -3.871 -0.680 -4.012
C -4.330 0.107 -2.965
C -3.432 0.811 -2.185
C -2.231 4.133 -0.246
H -2.415 4.473 3.151
H -3.578 6.550 2.553
H -3.864 7.136 0.157
H -3.633 6.669 -2.099
H -2.960 5.170 -3.960
H -1.880 3.058 -3.461
H 1.596 2.601 -0.611
H 3.633 3.324 -1.809
H 3.673 3.342 -4.277
H 1.684 2.612 -5.545
H -0.329 1.904 -4.384
H -0.539 -0.178 -3.664
H -2.163 -1.420 -5.064
H -4.576 -1.217 -4.626
H -5.388 0.173 -2.766
H -3.784 1.433 -1.373
N -3.109 -5.088 2.467
C -2.619 -4.042 2.493
N -2.007 -2.920 2.515
C -1.852 -1.947 1.758
N -1.700 -0.980 1.104
N 1.522 -0.471 -1.776
C 2.494 -0.481 -2.414
N 3.543 -0.534 -3.149
C 3.442 -0.783 -4.587
C 4.743 -1.409 -5.095
C 5.319 -2.329 -4.024
C 5.770 -1.505 -2.812
C 4.874 -0.269 -2.625
H 3.229 0.157 -5.112
H 2.602 -1.463 -4.759
H 5.477 -0.641 -5.343
H 4.528 -1.966 -6.004
H 6.164 -2.885 -4.424
H 4.560 -3.055 -3.724
H 6.798 -1.168 -2.956
H 5.741 -2.124 -1.915
H 5.290 0.584 -3.173
H 4.789 0.005 -1.570
C -1.479 -4.686 -2.123
C -0.008 -4.287 -2.191
C 0.880 -5.428 -1.699
C 0.374 -3.908 -3.630
N 0.252 -3.138 -1.304
N -0.674 -2.096 -1.258
H -1.615 -5.635 -2.635
H -2.116 -3.949 -2.612
H -1.798 -4.815 -1.091
H 0.822 -6.271 -2.382
H 0.555 -5.758 -0.717
H 1.919 -5.116 -1.633
H 0.137 -4.733 -4.296
H 1.442 -3.713 -3.710
H -0.177 -3.031 -3.969
H 1.178 -2.754 -1.489
H -1.591 -2.470 -1.003
H -0.773 -1.583 -2.147
C 0.780 -1.551 5.818
C 1.230 -0.254 5.644
C 1.533 0.208 4.374
C 1.363 -0.629 3.279
C 0.895 -1.924 3.455
C 0.600 -2.382 4.727
Si 1.877 0.015 1.534
C 3.294 -1.195 1.082
C 4.602 -0.755 1.220
C 5.654 -1.620 0.975
C 5.399 -2.929 0.598
C 4.093 -3.369 0.448
C 3.042 -2.505 0.698
H 0.585 -1.921 6.812
H 1.349 0.402 6.491
H 1.892 1.216 4.240
H 0.762 -2.577 2.604
H 0.242 -3.390 4.863
H 2.525 1.351 1.775
H 4.799 0.258 1.536
H 6.670 -1.280 1.100
H 6.219 -3.613 0.444
H 3.897 -4.392 0.164
H 2.022 -2.856 0.604
*
```

Properties
* gap between HOMO and LUMO (spin up / spin down): 0.153 / 0.151 hartree

***

Record 5
ORCA calculation (the ωB97M-V functional and the def2-TZVPD basis) on a 3-piece molecular cluster, C10H18O5 overall in a non-equilibrium geometry.

Structure (ORCA input):
```
! RIJCOSX wB97M-V def2-TZVPD def2/J DEFGRID3
* xyz 0 1
C 0.045 -0.300 -3.605
C 0.396 -0.627 -2.111
C 1.852 -1.169 -1.896
O 2.548 -0.325 -1.002
C 1.670 0.585 -0.629
O 1.910 1.366 0.284
O 0.496 0.538 -1.346
H -0.879 0.255 -3.768
H -0.093 -1.225 -4.165
H 0.885 0.236 -4.048
H -0.339 -1.135 -1.486
H 2.266 -1.034 -2.895
H 1.856 -2.226 -1.628
C -0.592 -2.053 2.548
C -0.391 -1.639 1.138
O -0.509 -0.442 0.891
C -0.377 -2.681 0.020
H -1.578 -2.446 2.798
H -0.226 -1.206 3.128
H 0.085 -2.874 2.784
H 0.573 -2.442 -0.458
H -1.195 -2.457 -0.663
H -0.496 -3.718 0.335
C -0.763 3.570 2.555
C -1.301 3.008 1.249
O -2.220 3.558 0.634
C -0.635 1.718 0.760
H -1.219 2.995 3.361
H -1.049 4.616 2.663
H 0.315 3.425 2.625
H -0.014 1.397 1.596
H 0.162 1.839 0.025
H -1.184 0.892 0.309
*
```

Properties
* SMILES: C[C@H]1COC(=O)O1.CC(C)=O.CC(C)=O
* ΔE to the lowest compared entry with this formula, charge and spin: 271.51 kJ/mol
* gap between HOMO and LUMO: 0.317 hartree

***

Record 6
ORCA calculation (the ωB97M-V functional and the def2-TZVPD basis) on C28H19Cl3IrN7O3SSe as an isolated structure.

Structure (ORCA input):
```
! RIJCOSX wB97M-V def2-TZVPD def2/J DEFGRID3
* xyz 2 1
Ir -0.060 0.346 0.198
Se 0.528 -7.238 0.013
N 1.728 -5.937 0.074
C 1.069 -4.807 0.101
C 1.719 -3.503 0.140
C 3.102 -3.297 0.177
C 3.587 -2.006 0.212
C 2.704 -0.932 0.198
N 1.385 -1.122 0.158
C 0.899 -2.384 0.144
C -0.543 -2.493 0.140
N -1.212 -1.319 0.169
C -2.545 -1.318 0.157
C -3.265 -2.506 0.117
C -2.595 -3.713 0.095
C -1.198 -3.717 0.103
C -0.365 -4.913 0.078
N -0.851 -6.126 0.032
H 3.768 -4.151 0.175
H 4.648 -1.806 0.245
H 3.058 0.093 0.207
H -3.028 -0.349 0.164
H -4.345 -2.466 0.101
H -3.131 -4.653 0.065
Cl -2.086 6.118 5.901
C -0.889 4.900 5.677
C -0.272 4.320 6.777
C 0.685 3.349 6.563
C 1.058 2.924 5.285
C 2.094 1.813 5.236
C 1.415 0.451 5.372
N 0.518 0.285 4.226
C -0.853 0.374 4.242
C -1.268 0.339 2.952
N -0.140 0.242 2.163
C 0.923 0.217 2.959
O 2.825 1.779 4.036
C 4.246 1.650 4.183
C 4.804 1.342 2.836
C 5.006 2.284 1.868
Cl 4.677 3.955 1.997
S 5.631 1.624 0.418
C 5.633 0.050 1.091
C 5.171 0.045 2.372
C 0.410 3.520 4.208
Cl 0.684 3.062 2.545
C -0.551 4.505 4.396
H -0.530 4.639 7.777
H 1.186 2.919 7.424
H 2.759 1.949 6.095
H 0.823 0.371 6.281
H 2.150 -0.353 5.355
H -1.409 0.472 5.158
H -2.260 0.423 2.546
H 1.956 0.228 2.658
H 4.493 0.851 4.891
H 4.645 2.592 4.569
H 6.050 -0.768 0.524
H 5.149 -0.838 2.999
H -1.033 4.956 3.540
O -1.263 1.993 0.135
N -0.346 2.831 -0.111
O 0.770 2.243 -0.085
*
```

Properties
* ΔE to the lowest compared entry with this formula, charge and spin: 126.10 kJ/mol
* gap between HOMO and LUMO: 0.218 hartree

***

Record 7
ORCA calculation (the ωB97M-V functional and the def2-TZVPD basis) on C15H19N3O3V as an isolated structure in a non-equilibrium geometry.

Structure (ORCA input):
```
! RIJCOSX wB97M-V def2-TZVPD def2/J DEFGRID3
* xyz 4 2
N -0.147 -1.980 0.259
C 0.143 -3.036 0.646
C 0.470 -4.365 1.042
H 0.875 -4.893 0.154
H -0.450 -4.867 1.414
H 1.235 -4.326 1.846
N -1.691 1.072 1.009
C -2.193 1.796 1.750
C -2.768 2.684 2.700
H -3.591 2.139 3.190
H -3.146 3.563 2.156
H -2.000 2.981 3.436
N -0.100 0.449 -1.967
C 0.295 0.859 -2.977
C 0.751 1.312 -4.243
H 1.295 2.264 -4.125
H -0.113 1.447 -4.910
H 1.436 0.552 -4.653
V -0.523 -0.010 -0.035
C 0.756 1.809 0.030
O 1.309 2.817 -0.040
C 0.540 -0.145 1.873
O 0.950 -0.312 2.939
C -2.775 -1.947 -0.182
C -2.173 -2.177 -1.417
C -2.140 -1.154 -2.376
C -2.714 0.086 -2.084
C -3.291 0.320 -0.847
C -3.324 -0.707 0.117
H -2.958 -2.802 0.488
H -1.862 -3.187 -1.707
H -1.800 -1.382 -3.392
H -2.843 0.818 -2.899
H -3.868 1.238 -0.678
H -3.928 -0.580 1.020
C 3.328 -0.827 0.081
O 2.154 -0.665 -0.724
H 4.207 -1.040 -0.546
H 3.203 -1.618 0.844
H 3.486 0.129 0.583
H 2.029 -1.425 -1.318
*
```

Properties
* gap between HOMO and LUMO (spin up / spin down): 0.206 / 0.205 hartree

***

Record 8
ORCA calculation (the ωB97M-V functional and the def2-TZVPD basis) on C21H23F4N3O2RbS2 as an isolated structure.

Structure (ORCA input):
```
! RIJCOSX wB97M-V def2-TZVPD def2/J DEFGRID3
* xyz -1 1
Rb -0.057 -0.323 -0.001
C -3.340 -1.647 -0.923
N -2.197 -2.424 -0.504
C -2.564 -3.353 0.560
C -1.620 -3.137 -1.651
C -0.250 -3.782 -1.403
N 0.742 -2.778 -1.135
C 2.035 -3.053 -1.026
C 2.989 -1.976 -0.858
F 2.584 -0.681 -0.903
C 4.346 -2.161 -0.753
F 5.116 -1.070 -0.627
C 4.934 -3.418 -0.802
C 4.068 -4.487 -0.985
F 4.585 -5.749 -1.065
C 2.698 -4.318 -1.064
F 1.954 -5.438 -1.212
H -4.158 -2.257 -1.384
H -3.070 -0.891 -1.688
H -3.766 -1.109 -0.066
H -1.675 -3.872 0.894
H -3.320 -4.106 0.253
H -2.994 -2.762 1.372
H -1.499 -2.404 -2.480
H -2.369 -3.887 -2.024
H -0.040 -4.329 -2.323
H -0.327 -4.501 -0.574
H 5.998 -3.541 -0.675
C 0.246 1.018 4.675
C -0.091 1.427 3.244
O -0.883 0.719 2.628
C 0.530 2.668 2.741
C 1.147 3.513 3.700
C 1.586 4.781 3.408
C 1.465 5.262 2.093
C 0.961 4.450 1.137
C 0.462 3.129 1.391
O 0.025 2.448 0.414
H -0.048 -0.021 4.783
H -0.337 1.608 5.370
H 1.298 1.153 4.916
H 1.264 3.192 4.725
H 2.043 5.386 4.189
H 1.788 6.274 1.847
H 0.906 4.744 0.094
S -3.734 2.133 -0.141
C -2.899 2.501 -1.489
N -1.743 3.183 -1.544
C -1.030 3.051 -2.798
C -2.114 3.081 -3.872
S -3.401 2.019 -3.147
H -1.152 3.100 -0.688
H -0.539 2.063 -2.844
H -0.283 3.851 -2.891
H -1.794 2.632 -4.820
H -2.478 4.092 -4.076
*
```

Properties
* ΔE to the lowest compared entry with this formula, charge and spin: 0.00 kJ/mol
* gap between HOMO and LUMO: 0.222 hartree

***

Record 9
ORCA calculation (the ωB97M-V functional and the def2-TZVPD basis) on one molecule with the formula C7H14NO5P in a non-equilibrium geometry.

Structure (ORCA input):
```
! RIJCOSX wB97M-V def2-TZVPD def2/J DEFGRID3
* xyz 0 3
C -1.302 -1.100 1.306
C -0.770 -0.266 0.281
C -2.239 -1.049 -1.492
C -2.388 1.476 -0.793
C 2.454 0.548 -1.868
C 2.461 0.994 2.110
C -1.487 0.093 -0.952
N -0.447 -1.522 2.369
O 0.700 -1.136 2.430
O -0.852 -2.406 3.118
O 1.825 -1.504 0.258
O 1.147 0.325 -1.391
O 1.616 0.951 1.002
P 1.043 -0.271 0.139
H -2.281 -1.472 1.414
H -2.927 -1.574 -0.782
H -1.550 -1.748 -1.995
H -2.953 -0.726 -2.329
H -2.916 1.291 0.076
H -3.082 1.644 -1.567
H -1.652 2.231 -0.708
H 3.222 0.230 -1.201
H 2.635 1.547 -1.997
H 2.542 -0.008 -2.860
H 2.170 0.081 2.637
H 2.336 1.946 2.708
H 3.445 1.071 1.809
H -0.750 0.353 -1.723
*
```

Properties
* gap between HOMO and LUMO (spin up / spin down): 0.311 / 0.227 hartree

***

Record 10
ORCA calculation (the ωB97M-V functional and the def2-TZVPD basis) on a 2-piece molecular cluster, C6H14O overall in a non-equilibrium geometry.

Structure (ORCA input):
```
! RIJCOSX wB97M-V def2-TZVPD def2/J DEFGRID3
* xyz 0 1
C -0.403 1.854 1.479
C -0.591 1.104 0.160
C 0.617 0.380 -0.380
C 1.828 0.462 0.165
C 0.285 -0.547 -1.546
C 1.347 -0.689 -2.630
H -1.244 2.524 1.644
H 0.542 2.387 1.420
H -0.378 1.222 2.369
H -1.372 0.345 0.212
H -0.876 1.878 -0.557
H 1.948 0.747 1.202
H 2.697 0.021 -0.307
H -0.654 -0.189 -1.974
H 0.165 -1.496 -1.025
H 1.604 0.245 -3.128
H 1.027 -1.464 -3.316
H 2.278 -1.028 -2.163
H -3.489 -3.096 2.553
H -2.552 -2.206 3.361
O -2.780 -2.453 2.459
*
```

Properties
* SMILES: C=C(CC)CC.O
* ΔE to the lowest compared entry with this formula, charge and spin: 114.71 kJ/mol
* gap between HOMO and LUMO: 0.358 hartree